Entry 1:
The following is a quantum chemistry calculation of an isolated ion of composition C4H6IN4 and charge +1 in a non-equilibrium geometry, from OMol25.

The calculation puts the orbital gap at 0.353 hartree. Its HOMO energy is -14.38 eV. The molecular weight comes out at 237.0 Da. Its net charge is +1. Its SMILES is C[N@H+]1N=CN(C#N)[C@@H]1I.

Structure (XYZ):
```
15
Properties=species:S:1:pos:R:3:lowdin_charge:R:1
C 1.74 -0.04 -1.31 0.083
N 0.92 -0.45 -0.13 -0.168
N 1.05 0.40 1.03 0.119
C -0.07 0.82 1.46 -0.096
N -1.19 0.35 0.85 -0.003
C -2.50 0.64 1.06 -0.255
N -3.63 0.86 1.08 0.216
C -0.55 -0.52 -0.47 -0.487
I -1.47 -2.52 -0.55 0.921
H 1.26 0.85 -1.74 0.131
H 2.59 0.35 -0.82 0.101
H 1.81 -0.92 -1.82 0.085
H 1.12 -1.33 0.38 0.171
H -0.21 1.44 2.23 0.119
H -0.89 0.08 -1.24 0.062
```

Entry 2:
The following is a quantum chemistry calculation of one molecule with the formula CH3N5, from OMol25.

The calculation puts the orbital gap at 0.332 hartree. Its HOMO energy is -8.52 eV. The molecular weight comes out at 85.1 Da. Its SMILES is [H]/N=c1/nn[nH][nH]1.

Structure (XYZ):
```
9
Properties=species:S:1:pos:R:3:lowdin_charge:R:1
H -2.53 0.77 0.00 0.029
N -2.06 -0.13 0.00 0.089
C -0.79 -0.05 -0.01 -0.514
N 0.09 -1.17 0.01 0.057
N 1.29 -0.78 0.00 -0.005
N 1.35 0.53 -0.01 -0.042
N 0.07 1.04 0.00 0.086
H 2.19 1.07 -0.03 0.146
H -0.11 2.03 0.07 0.154
```

Entry 3:
The following is a quantum chemistry calculation of one molecule with the formula C5H7NOS in a non-equilibrium geometry, from OMol25.

The calculation puts the orbital gap at 0.364 hartree. Its HOMO energy is -9.78 eV. The molecular weight comes out at 129.2 Da. Its SMILES is N#C[C@@H](CO)[C@H]1CS1.

Structure (XYZ):
```
15
Properties=species:S:1:pos:R:3:lowdin_charge:R:1
N 2.71 -1.45 -1.07 0.153
C 1.86 -0.79 -0.51 -0.209
C 0.86 -0.08 0.19 -0.288
C 0.50 1.42 0.09 -0.341
O 0.23 2.01 -1.08 -0.064
C -0.38 -1.04 -0.12 -0.374
C -1.63 -0.70 0.61 -0.430
S -1.92 -0.50 -1.16 0.861
H 1.29 -0.13 1.18 0.156
H -0.19 1.31 1.12 0.161
H 1.23 2.08 0.44 0.101
H -0.47 1.22 -1.50 0.117
H -0.10 -1.99 -0.08 0.057
H -1.83 0.20 1.16 0.071
H -2.15 -1.57 0.73 0.032
```